i.
DFT (ωB97M-V/def2-TZVPD) results for the ion C3H11N2 with charge +2.

Last column: Löwdin charge in e.
CARTESIAN COORDINATES (ANGSTROEM)
N -0.149 -1.662 -0.835  0.314
N -1.045 1.371 -0.610  0.214
C 0.893 -1.271 0.102  -0.104
C -0.549 1.031 0.794  -0.081
C 0.744 0.109 0.845  -0.087
H -1.374 2.341 -0.650  0.190
H -0.086 1.951 1.137  0.144
H -0.297 -2.682 -0.891  0.182
H 1.790 -1.179 -0.534  0.179
H 0.980 -2.043 0.863  0.149
H 0.095 -1.348 -1.783  0.163
H -0.258 1.251 -1.246  0.164
H 0.949 0.018 1.897  0.136
H -1.841 0.777 -0.852  0.174
H 1.465 0.787 0.381  0.123
H -1.316 0.551 1.380  0.139

Output
Charge ... +2
⟨S²⟩ ... 0.754
Orbital gap (alpha / beta) ... 13.6 / 8.3 eV
Spin multiplicity ... 2

ii.
DFT (ωB97M-V/def2-TZVPD) results for a cluster of 2 separate species, C3H11N2 in total.

Last column: Löwdin charge in e.
CARTESIAN COORDINATES (ANGSTROEM)
N 1.571 0.068 -0.361  0.140
N -1.040 1.091 0.039  0.133
C -1.343 0.654 1.321  -0.051
C -2.198 -0.453 1.424  0.270
C 1.711 -0.964 -1.515  0.045
H -2.323 -1.115 0.573  0.122
H -1.023 2.122 0.039  0.168
H -1.898 0.901 -0.495  0.152
H -2.509 -0.775 2.412  0.123
H 1.921 0.980 -0.654  0.168
H 2.215 -0.282 0.350  0.166
H 0.614 0.106 0.046  0.093
H -0.804 1.082 2.161  0.160
H 2.209 -1.851 -1.158  0.108
H 2.198 -0.420 -2.318  0.109
H 0.699 -1.143 -1.864  0.094

Output
Charge ... +2
⟨S²⟩ ... 0.757
Orbital gap (alpha / beta) ... 11.2 / 9.8 eV
Spin multiplicity ... 2

List of relative energies, unit kcal/mol: i 12.2; ii 0.0